No. 1
The following is a DFT calculation (wB97M-V/def2-TZVPD) of C2H3ClN2O as an isolated structure.

Structure (XYZ):
```
9
C2H3ClN2O (wB97M-V/def2-TZVPD)
C 0.77777 -0.75791 0.38137
C 1.06134 1.09399 -0.41987
N 1.67810 -0.05357 -0.33082
N -0.26522 -0.03003 0.83824
O -0.05702 1.14030 0.30937
Cl -3.46961 -0.64390 -0.40851
H 0.78477 -1.84149 0.73258
H -2.09827 -0.78932 -0.17555
H 1.58814 1.88195 -0.92682
```

Summary:
* largest force on an atom: 4.07 eV/Å
* LUMO level: 0.6 eV
* energy above the lowest of the compared OMol25 structures with the same formula, charge and spin: 167.1 kJ/mol
* multiplicity: 1
* HOMO-LUMO gap: 11.72 eV
* DFT total energy: -19670.8389 eV
* total charge: 0
* highest occupied orbital energy: -0.4102 Ha

These are the Mulliken partial charges, in e, on atoms 1 to 4:
1 C 0.09
2 C 0.10
3 N -0.46
4 N -0.38



No. 2
The following is a DFT calculation (wB97M-V/def2-TZVPD) of a 2-piece molecular cluster, C26H56N3O4 overall.

Structure (XYZ):
```
89
C26H56N3O4 (wB97M-V/def2-TZVPD)
C -4.49578 2.16684 -2.17845
C -3.20002 1.23892 -2.33894
O -3.37609 0.25111 -3.37475
C -2.15202 0.05539 -4.08823
C -0.96686 -0.43699 -3.15332
C 0.14464 0.65729 -2.85020
C 0.89723 0.26042 -1.50803
C 0.48775 1.10443 -0.24059
N 1.02943 2.50462 -0.25571
C 0.07832 3.53821 -0.75600
C -0.70969 4.06586 0.54484
C -2.26364 4.31109 0.25297
O -3.05490 3.33547 0.93956
C 2.24525 2.79201 0.14377
N 2.66158 4.16752 0.03619
C 3.04310 4.76075 1.33578
C 2.44726 6.33507 1.31189
C 1.49234 6.67242 0.02460
O 2.96285 7.19150 0.23171
N 3.04936 1.70516 0.65755
O 3.84111 1.11901 -0.31923
C 4.50252 -0.03297 0.30434
C 3.72694 -1.39545 0.10510
C 4.79753 -2.45903 -0.45617
C 3.12657 -2.03889 1.42809
C 1.81072 -2.85092 1.01061
C 2.71235 -1.01050 2.55610
H -4.26952 3.21398 -2.51579
H -4.79276 2.18403 -1.09576
H -5.28293 1.73118 -2.85098
H -2.31910 1.92055 -2.52182
H -3.01813 0.70960 -1.36081
H -2.30416 -0.71782 -4.89933
H -1.79553 0.99156 -4.62285
H -1.38746 -0.88539 -2.20076
H -0.43428 -1.29271 -3.67158
H -0.22379 1.71550 -2.89486
H 0.91084 0.56183 -3.68202
H 1.99761 0.23458 -1.72340
H 0.60167 -0.81162 -1.28064
H 0.78985 0.54054 0.68017
H -0.64078 1.20172 -0.19677
H 0.57573 4.36082 -1.32646
H -0.71782 3.10803 -1.42199
H -0.20621 4.94143 1.03275
H -0.66629 3.20684 1.28512
H -2.44454 4.32747 -0.85235
H -2.52448 5.31401 0.71541
H -2.94842 3.41424 1.89833
H 3.39080 4.30800 -0.66582
H 2.57840 4.27447 2.23057
H 4.13872 4.98640 1.43785
H 2.15725 6.81659 2.32685
H 1.77364 6.29104 -0.98327
H 0.75922 7.50870 0.18153
H 3.58986 2.03264 1.46768
H 5.47540 -0.13044 -0.26950
H 4.80794 0.17994 1.36950
H 2.91123 -1.36503 -0.66371
H 5.70582 -2.44717 0.20921
H 5.03586 -2.29269 -1.54194
H 4.31718 -3.47540 -0.31437
H 3.86887 -2.78432 1.84661
H 1.20915 -3.14717 1.92100
H 2.10552 -3.80293 0.48854
H 1.19356 -2.16987 0.35628
H 2.00414 -1.55418 3.25690
H 3.59721 -0.72235 3.19953
H 2.16168 -0.10358 2.19290
C -4.06286 -7.10196 1.64045
C -2.89652 -6.54363 0.83505
C -1.93553 -5.69699 1.67128
C -2.54675 -4.43699 2.28971
C -3.17212 -3.46043 1.29309
C -2.16711 -2.88994 0.30122
H -4.68728 -6.30661 2.05298
H -4.69784 -7.72323 1.00533
H -3.70370 -7.72103 2.46641
H -3.27857 -5.96484 -0.01157
H -2.33672 -7.38042 0.40631
H -1.07969 -5.41877 1.04775
H -1.52913 -6.31535 2.47906
H -1.76499 -3.91550 2.85463
H -3.30591 -4.72210 3.02451
H -3.61803 -2.63200 1.85301
H -3.99193 -3.93909 0.75081
H -1.36069 -2.36544 0.82287
H -2.65860 -2.17570 -0.36565
H -1.72476 -3.67137 -0.32069
```

Summary:
* largest force on an atom: 4.61 eV/Å
* LUMO level: -3.9 eV
* multiplicity: 1
* HOMO-LUMO gap: 7.99 eV
* DFT total energy: -40516.5074 eV
* total charge: +1
* highest occupied orbital energy: -0.4375 Ha

These are the Mulliken partial charges, in e, on atoms 1 to 4:
1 C -1.16
2 C 0.83
3 O -0.47
4 C -0.70



No. 3
The following is a DFT calculation (wB97M-V/def2-TZVPD) of C28H63NbO28PS7 as an isolated structure.

Structure (XYZ):
```
128
C28H63NbO28PS7 (wB97M-V/def2-TZVPD)
C 2.97727 2.71695 -3.32470
C 1.39661 2.46197 -2.92181
C 0.63868 1.55600 -4.07644
C 1.13842 -0.02838 -4.00124
C 0.04656 -1.00644 -3.25457
C -0.44531 -0.40614 -1.79887
C -1.16502 -1.63409 -0.98397
C -0.12285 -2.12187 0.22591
C 0.18637 -3.72994 0.15477
C 1.60299 -4.13740 -0.56252
C 2.90068 -3.25029 -0.09688
Nb 4.89938 -3.94967 -0.97100
P 3.86172 -5.95524 -2.16367
C 4.63087 -6.25689 -3.89778
C 4.27705 -7.52462 -1.09233
C 2.90690 -8.41313 -0.88949
H 3.25778 3.87235 -3.36353
H 3.71921 2.23496 -2.52906
H 3.18199 2.20283 -4.35713
H 1.31018 2.00914 -1.84557
H 0.84036 3.51801 -2.90859
H 0.93182 1.94837 -5.14558
H -0.54602 1.58073 -3.98655
H 1.29434 -0.43545 -5.11096
H 2.21059 -0.06214 -3.48842
H 0.50884 -2.09098 -3.19054
H -0.93038 -1.11273 -3.91572
H -1.23204 0.48077 -1.90769
H 0.49207 0.05995 -1.26859
H -2.16247 -1.22504 -0.47185
H -1.47650 -2.52057 -1.69158
H -0.73004 -1.93501 1.23633
H 0.82058 -1.43276 0.28970
H 0.08475 -4.29032 1.20030
H -0.67547 -4.20367 -0.52201
H 1.83154 -5.26008 -0.22853
H 1.52997 -4.17794 -1.74148
H 2.72759 -2.15111 -0.52932
H 3.01800 -3.13593 1.06735
H 5.22552 -4.86206 0.55651
H 6.52639 -4.50180 -1.57088
H 4.64704 -2.98544 -2.50931
H 5.78389 -2.52624 -0.19871
H 4.69256 -7.41118 -4.11777
H 3.85749 -5.81934 -4.69424
H 5.66307 -5.71011 -3.98144
H 4.63956 -7.22701 -0.00191
H 5.10441 -8.16639 -1.64216
H 2.24671 -8.05516 0.03852
H 3.12891 -9.57727 -0.77811
H 2.24828 -8.29426 -1.85459
C -5.02553 1.46745 2.41939
C -3.72669 0.79992 2.86341
O -3.08942 0.38449 1.65756
S -3.46141 1.43991 0.47091
O -2.37371 2.38518 0.35047
O -3.98791 0.69860 -0.65144
O -4.69895 2.18266 1.22901
H -5.78703 0.72135 2.17039
H -5.41956 2.14918 3.17785
H -3.90136 -0.05463 3.52144
H -3.06691 1.51601 3.36464
C -5.12234 2.20735 -3.38735
C -4.02304 2.99177 -4.09865
O -4.64621 3.54008 -5.25787
S -6.21092 3.85329 -4.92022
O -6.32742 5.25384 -4.57961
O -7.03133 3.21648 -5.92412
O -6.30784 2.98542 -3.54352
H -5.28657 1.23655 -3.86602
H -4.90202 2.05672 -2.32714
H -3.17564 2.36124 -4.37816
H -3.66914 3.82341 -3.48022
C 1.98756 -14.11554 0.33515
C 2.10460 -13.22886 1.57201
O 1.77281 -11.91684 1.12337
S 0.67567 -12.02944 -0.07832
O -0.63855 -11.82769 0.49022
O 1.16460 -11.28388 -1.21476
O 0.85894 -13.62043 -0.38338
H 2.86959 -14.01642 -0.30575
H 1.84318 -15.16793 0.59381
H 3.10815 -13.24651 2.00370
H 1.37513 -13.51922 2.33549
C 4.29968 7.60057 -1.05087
C 4.06360 6.77708 -2.31414
O 5.16793 5.87809 -2.38539
S 5.64283 5.50116 -0.87118
O 5.04044 4.23685 -0.51094
O 7.05982 5.75816 -0.75943
O 4.83728 6.68753 -0.09560
H 5.04140 8.38660 -1.22566
H 3.37743 8.04938 -0.67231
H 4.01271 7.39730 -3.21219
H 3.14826 6.18161 -2.23106
C 0.65357 9.65722 -5.27080
C 0.02823 8.50395 -4.49065
O 1.03005 8.09478 -3.56236
S 1.91379 9.39541 -3.12904
O 1.39818 9.89316 -1.87305
O 3.30966 9.09076 -3.34153
O 1.41414 10.39530 -4.31583
H 1.33939 9.28689 -6.03961
H -0.10050 10.29824 -5.73529
H -0.26112 7.67214 -5.13729
H -0.84347 8.84116 -3.91989
C -3.96746 0.44736 7.43239
C -5.30053 0.07105 8.07349
O -6.29451 0.68033 7.25279
S -5.75971 0.71763 5.71233
O -6.32345 -0.41466 5.01144
O -5.86078 2.07408 5.22628
O -4.19279 0.39349 6.02473
H -3.68019 1.47129 7.69240
H -3.16461 -0.23819 7.71654
H -5.38161 0.42465 9.10411
H -5.45855 -1.01231 8.04722
C -1.39765 5.26627 8.62157
C -2.87880 5.63226 8.66602
O -3.57069 4.38584 8.68852
S -2.66039 3.28878 9.48114
O -3.12906 3.21602 10.84722
O -2.50901 2.12583 8.63791
O -1.26131 4.12562 9.46746
H -1.09293 4.97863 7.61016
H -0.76025 6.08128 8.97478
H -3.18654 6.22863 7.80380
H -3.12406 6.17129 9.58723
```

Summary:
* largest force on an atom: 3.02 eV/Å
* LUMO level: 1.1 eV
* multiplicity: 1
* HOMO-LUMO gap: 4.98 eV
* DFT total energy: -174053.9149 eV
* total charge: -1
* highest occupied orbital energy: -0.1420 Ha

These are the Mulliken partial charges, in e, on atoms 1 to 4:
1 C -0.62
2 C -0.05
3 C 0.03
4 C -0.62